[1]
The following is a quantum chemistry calculation of C23H31MnN3P2 as an isolated structure at a distorted geometry, from the Open Molecules 2025 dataset.

Total energy (eV): -78708.5084
Maximum force (hartree/bohr): 0.0341
Gap between HOMO and LUMO (alpha / beta) (eV): 6.81 / 6.90
Spin multiplicity: 4
HOMO level (alpha / beta) (eV): -13.657 / -13.812
Charge: +2
Molecular weight (g/mol): 466.4

The geometry in XYZ format:
```
60
Properties=species:S:1:pos:R:3:forces:R:3:lowdin_spin:R:1
P 0.9543 1.9662 1.2573 -1.1 -0.7 0.1 0.011
C 0.7178 -2.8493 -1.8913 0.3 -0.4 -0.3 0.013
H -5.4400 2.1185 1.0497 0.3 0.1 0.4 0.000
C -3.3202 -1.5281 -3.5975 -1.0 0.1 0.4 -0.002
C -3.5782 1.3327 0.3244 0.5 0.0 -0.1 -0.001
H 1.0931 1.4002 3.6177 -0.2 0.4 0.0 0.000
C -4.1373 0.2778 -0.4230 -0.2 1.1 -1.1 0.027
C 2.4933 -2.4260 1.0018 0.3 0.9 1.0 0.006
H -5.1561 -0.9947 -2.5680 0.2 -0.4 0.0 0.000
N -1.4229 0.5370 -0.4452 0.8 1.1 -1.1 -0.030
C -0.1880 3.1606 0.4694 0.1 -0.1 0.2 0.000
H -3.6684 -0.9573 1.6404 -0.7 -0.6 -0.3 0.001
H 2.8168 2.3056 -0.2266 -0.1 0.1 0.3 0.001
C -3.7463 3.2937 1.7493 -0.8 -0.3 -0.2 -0.002
H -0.4874 2.0994 3.1982 0.4 0.0 -0.1 0.001
C -2.3860 3.5503 1.5501 0.3 -0.7 -0.6 0.005
Mn 0.3263 -0.1571 0.3285 0.7 -0.5 0.3 2.924
C -2.0106 -0.1138 -1.5341 -0.4 0.5 1.0 0.005
C 4.5828 -3.6481 1.7099 0.5 -0.4 0.3 0.000
H -4.3273 3.9763 2.3571 -0.1 -0.1 -0.1 0.000
H 1.2041 -3.4755 -1.1362 -0.2 0.1 -0.4 0.000
H 3.1651 0.2364 -1.8103 0.0 -0.4 -0.1 0.000
H 4.7093 -4.0089 2.7402 0.0 0.0 -0.4 0.000
H 0.9388 3.1724 3.3985 -0.1 -0.3 -0.1 0.002
H 2.9362 3.3691 1.2162 0.1 -0.2 -0.1 -0.001
P 1.1790 -1.0964 -1.6630 -1.3 0.0 0.3 0.004
H 2.2666 0.1849 2.8270 0.1 -0.1 0.3 0.000
C -1.9463 -1.2814 -3.6694 0.4 0.5 0.7 0.005
H 3.5044 -1.4441 -1.2735 0.0 0.3 -0.3 0.000
N 1.8256 -1.3045 1.3539 0.3 -0.1 -0.2 -0.007
C -4.0667 -1.0068 -2.5544 0.2 0.0 -0.4 0.008
H -1.9172 4.4353 1.9774 -0.2 -0.1 -0.1 0.000
C 0.1732 -0.2342 -2.9205 0.1 -0.2 -0.2 -0.001
N 3.6165 -2.5597 1.7416 -1.0 0.3 0.2 0.004
C -1.6117 2.7220 0.7462 0.5 0.1 0.6 0.000
H -0.0308 4.1386 0.9457 0.0 -0.1 -0.5 0.000
H -5.2097 0.1048 -0.3547 0.1 -0.1 0.1 0.001
H -0.3664 -2.9748 -1.7613 0.3 0.2 0.0 0.001
C -2.1613 1.5191 0.2289 -0.5 -0.9 -0.7 0.004
H -3.7931 -2.0866 -4.3988 -0.1 0.2 0.1 0.000
H 3.3255 1.6254 1.3388 -0.1 0.3 -0.1 0.000
C -3.4301 -0.3079 -1.4903 0.3 0.0 0.1 -0.001
C 2.5646 -0.7465 2.3925 -0.2 -0.5 -0.7 0.003
H 2.2003 -3.1811 0.2930 0.0 0.2 0.1 0.000
C 2.6697 2.3663 0.8612 0.3 0.4 0.2 -0.001
H 0.9974 -3.2356 -2.8812 0.0 0.1 0.2 0.002
C 0.5971 2.1895 3.0387 0.4 0.2 0.1 0.012
H 3.1906 -1.1067 -3.0170 0.1 0.1 0.3 -0.001
H 0.3872 0.8475 -2.8723 0.0 -0.4 -0.1 0.001
H -0.0031 3.2125 -0.6163 0.1 0.1 0.4 0.000
C 2.9359 -0.8269 -1.9846 0.1 -0.2 -0.2 -0.003
H -1.3539 -1.6313 -4.5173 -0.3 0.1 0.1 0.000
H 4.2484 -4.4844 1.0811 0.0 0.4 0.2 0.000
C -1.2993 -0.5309 -2.6953 0.6 -0.6 0.1 0.000
H 5.5509 -3.2762 1.3431 -0.4 -0.1 0.1 0.000
C -4.3549 2.2398 1.0963 0.0 0.1 -0.1 0.007
H -4.2353 -1.2878 1.2397 0.7 0.1 0.7 0.001
H 4.3759 -1.4532 3.4360 0.3 0.0 0.0 0.000
H 0.4545 -0.6478 -3.9001 -0.1 0.5 0.1 -0.001
C 3.6474 -1.5182 2.6527 -0.2 -0.2 -0.4 0.000
```
Positions in Å, forces in eV/Å.

---

[2]
The following is a quantum chemistry calculation of one molecule with the formula C23H31N3O3, from the Open Molecules 2025 dataset.

Total energy (eV): -34968.0867
SMILES: CCOC(=O)C1(CCc2ccccc2)CCN(C(=O)CCc2cnn(C)c2)CC1
Maximum force (hartree/bohr): 0.0153
Gap between HOMO and LUMO (eV): 9.39
HOMO level (eV): -8.685
Molecular weight (g/mol): 397.5

The geometry in XYZ format:
```
60
Properties=species:S:1:pos:R:3:forces:R:3:mulliken_charge:R:1
H -3.5456 0.8445 -2.5355 0.1 0.0 0.0 0.326
C -5.0942 -0.5886 -2.2146 -0.1 -0.1 -0.1 -0.603
H 8.7478 -1.4118 -1.7368 0.0 0.0 0.0 0.308
H -2.0442 -3.2330 2.3960 0.0 0.0 0.1 0.315
N 1.4009 0.4038 0.4434 -0.1 -0.2 0.1 0.162
N 6.4607 -1.4304 0.3834 0.2 -0.7 0.4 -0.925
H -1.1646 0.2313 2.6379 0.0 0.1 0.0 0.404
C -3.5629 2.2267 -0.1846 0.1 0.0 0.2 -1.506
C 5.6172 0.5826 -0.1528 0.2 0.1 -0.1 0.541
H -2.1065 2.7976 1.2816 0.1 0.0 0.1 0.539
C -4.2917 0.4768 -1.8459 -0.1 0.1 0.0 -0.295
C 7.7964 -1.9157 -1.5524 0.3 -0.3 -0.2 -0.846
C 5.6827 -0.4498 0.7984 0.1 0.1 -0.2 -0.481
H 3.3062 0.9336 -1.3154 -0.1 0.1 0.0 0.504
H 1.2444 0.9411 -1.5747 0.0 -0.1 0.0 0.592
H 5.1918 -0.4974 1.7488 -0.1 0.0 0.2 0.638
H -4.2058 3.0340 0.1784 0.1 0.0 -0.1 0.510
C -5.4040 0.5857 0.2662 0.0 0.0 0.0 -0.172
H -3.1524 1.4681 1.7877 0.0 0.1 0.1 0.432
H -1.1859 1.3432 -1.4995 0.0 0.1 -0.1 0.359
C 2.6030 0.9647 0.7234 -0.1 0.0 -0.5 0.973
C -2.4483 -3.3549 1.3936 -0.1 0.4 -0.1 -1.353
C -2.0971 -0.4824 0.2409 0.3 0.1 -0.1 -0.436
C 3.3535 1.5902 -0.4453 0.3 0.2 0.2 -0.848
H -5.5332 1.0480 1.2348 0.0 0.1 0.1 0.355
H 5.2450 2.5760 -0.7761 0.0 0.0 0.1 0.412
H -3.7881 -2.3175 0.0484 0.0 0.0 0.2 0.253
O 3.0542 0.9579 1.8532 0.3 0.1 0.4 -0.671
C -6.2084 -0.4775 -0.0992 -0.1 0.0 0.1 -0.632
C -2.5883 1.8752 0.9469 0.0 0.0 -0.2 -1.586
H 7.3558 -2.2019 -2.5101 0.0 0.0 0.1 0.306
C -3.4292 -2.2346 1.0789 -0.1 -0.5 -0.2 -0.144
C -6.0532 -1.0706 -1.3413 0.0 -0.1 -0.1 -0.549
H 6.6819 0.5882 -2.1187 0.1 0.1 -0.2 0.464
C 0.6421 0.5081 -0.7788 -0.1 0.2 -0.4 -1.158
O -1.9340 -1.0731 -0.7959 0.0 -0.2 -0.1 -0.593
H 4.8659 2.2448 0.9299 0.0 0.1 -0.1 0.338
H 2.8657 2.5372 -0.6925 -0.1 0.0 -0.1 0.448
C -4.4303 1.0713 -0.5994 -0.1 0.1 -0.2 0.799
O -2.8265 -0.9525 1.2539 0.1 0.1 0.3 -0.181
H -4.2761 -2.2449 1.7675 0.1 0.0 -0.1 0.387
H 0.3150 -1.1905 1.2129 0.0 0.0 0.0 0.418
C -1.4775 0.8680 0.5893 -0.1 0.3 0.2 2.458
C 4.8235 1.8436 -0.0841 -0.2 -0.1 -0.1 -0.971
N 6.9060 -1.0680 -0.8156 -0.2 0.4 0.0 0.704
H 0.3341 -0.4967 -1.0860 0.1 0.1 0.0 0.101
H -0.3132 2.3989 -0.3692 0.0 0.1 0.0 0.389
H -0.2346 1.6612 2.1651 0.0 0.0 0.0 0.504
H -4.9672 -1.0443 -3.1854 0.0 0.0 -0.1 0.376
H -6.6792 -1.9033 -1.6268 -0.1 -0.1 0.0 0.393
H -3.0127 2.6060 -1.0463 0.0 0.1 0.0 0.450
C -0.5851 0.6818 1.8320 0.1 -0.2 -0.1 -1.327
H -6.9601 -0.8443 0.5851 -0.1 0.0 0.1 0.423
C 0.6304 -0.1866 1.5177 0.0 0.1 0.5 -1.127
H -1.6301 -3.3443 0.6778 0.1 0.0 0.0 0.281
H 7.9710 -2.8077 -0.9546 0.0 0.1 0.0 0.295
C 6.4214 0.1378 -1.1812 -0.2 0.1 0.2 -0.954
H -2.9565 -4.3125 1.3295 0.0 -0.1 0.0 0.447
H 1.2815 -0.2618 2.3904 -0.1 -0.1 -0.1 0.519
C -0.6114 1.3682 -0.5742 0.0 -0.4 0.0 -0.767
```
Positions in Å, forces in eV/Å.

---

[3]
The following is a quantum chemistry calculation of one molecule with the formula C23H31N3O6S at a distorted geometry, from the Open Molecules 2025 dataset.

Total energy (eV): -51945.9178
SMILES: CCN(CC)S(=O)(=O)c1cc(NC(=O)[C@H](C)OC(=O)c2[nH]c(C)c(C(C)=O)c2C)ccc1C
Maximum force (hartree/bohr): 0.0243
Gap between HOMO and LUMO (eV): 8.92
HOMO level (eV): -8.532
Molecular weight (g/mol): 477.6

The geometry in XYZ format:
```
64
Properties=species:S:1:pos:R:3:forces:R:3:mulliken_charge:R:1
N -1.9809 -0.9259 -1.2852 0.5 0.1 -0.1 0.113
O 2.2270 -4.5199 0.6038 -0.1 0.2 0.0 -0.713
C 1.0968 3.4916 2.0300 -0.2 0.2 0.2 -0.366
H 1.5959 -0.3457 0.3080 -0.1 0.1 0.0 0.164
H -2.9474 3.4237 3.0285 -0.1 0.0 0.0 0.368
C 2.5082 3.7066 2.4142 0.2 0.0 0.0 -1.325
H 3.0940 0.1615 -0.4874 0.0 0.1 -0.1 0.342
N 2.6701 -2.5466 -0.9213 -0.4 -1.2 0.2 0.170
C -2.7668 1.6198 -2.7126 0.1 0.1 0.3 -1.286
H 0.4937 -6.3274 0.1867 0.0 -0.2 0.1 0.361
H -0.9116 -6.9947 -0.6750 0.0 0.0 0.0 0.414
H -1.8797 6.0026 3.5627 -0.1 0.0 -0.1 0.325
C -1.3251 5.4406 4.3093 0.2 0.2 0.2 -1.359
H -4.2330 1.4826 -1.1366 0.3 -0.2 0.0 0.398
C -2.6248 3.7458 2.0402 -0.2 0.0 0.0 -1.872
C -0.0253 4.9406 3.7312 -0.3 0.0 0.0 0.922
C 3.1385 -1.8668 0.2637 0.0 0.2 0.6 -0.915
C -1.1470 1.8462 -0.1913 0.3 -0.1 -0.1 0.976
H 3.1731 3.1293 1.7754 0.1 0.0 0.0 0.338
H 2.7449 -2.4309 1.1099 0.2 0.2 0.1 0.430
C -0.1042 -6.2684 -0.7215 0.0 -0.2 0.0 -1.749
S 2.0009 -4.0667 -0.7418 0.0 0.4 0.1 1.522
O 2.4504 -4.9033 -1.8197 -0.1 0.2 -0.1 -0.737
C -1.1719 3.4947 1.8527 0.2 -0.3 -0.4 1.552
H -3.1928 3.1966 1.2973 -0.1 0.1 0.1 0.148
H -1.7459 1.3175 -2.9302 0.0 0.0 -0.1 0.219
H 3.5383 -3.1897 -2.6753 0.2 0.2 0.0 0.435
C 0.2322 -3.7970 -0.9233 0.5 0.1 0.0 0.698
O -2.4775 1.8079 -0.2624 0.2 0.0 0.2 -0.375
H 2.7572 4.7642 2.3445 0.1 0.0 0.0 0.332
H 1.4916 -2.0220 -3.3643 -0.1 0.0 -0.1 0.264
H 2.9031 -1.2013 -4.0353 0.0 0.1 -0.1 0.465
H 0.4700 -1.6942 -1.0785 0.0 0.2 0.0 -0.061
O 1.0390 5.2906 4.2032 0.1 0.1 0.1 -0.653
C -2.4863 -3.3329 -1.1305 -0.1 0.2 0.0 -0.640
H -3.4308 1.1805 -3.4520 -0.1 0.0 -0.1 0.453
O -0.3831 1.2379 -0.9354 -0.1 0.2 0.1 -0.854
C -0.0771 4.0215 2.5909 0.4 -0.3 -0.3 0.478
H 1.3622 2.1671 0.4173 0.0 0.0 0.1 0.050
O -4.2612 -0.9866 -1.1504 -0.3 -0.1 0.0 -0.678
H -1.9361 4.6072 4.6447 -0.1 -0.1 0.0 0.340
H 2.6590 3.4244 3.4548 0.1 0.0 0.0 0.342
C -0.6253 2.6699 0.8758 -0.3 0.3 0.3 -0.358
H -2.8499 4.8061 1.9402 -0.1 0.0 0.0 0.376
N 0.7463 2.6959 1.0175 0.0 -0.1 -0.1 -0.053
H 2.0591 -0.5086 -2.6470 -0.1 0.1 0.0 0.131
C -3.2023 1.1602 -1.3239 -0.3 -0.2 -0.6 0.182
H -3.5457 -3.1501 -1.2048 0.0 0.0 0.0 0.534
H 3.0295 0.0213 1.2754 0.0 0.1 0.1 0.471
C 2.6807 -0.4113 0.3402 0.1 -0.3 -0.1 -0.773
C -1.9970 -4.6200 -0.9939 0.4 0.0 0.0 -1.108
H -1.1972 -0.2699 -1.3346 -0.4 -0.1 0.0 -0.042
C 3.2906 -2.2404 -2.1939 -0.1 0.0 -0.7 -0.755
H 4.2360 -1.9031 0.3123 -0.1 -0.1 0.0 0.333
H -1.1053 6.0887 5.1542 0.0 0.0 0.0 0.384
C -0.2324 -2.5105 -1.0573 -0.2 0.2 0.0 0.438
H 0.5572 -6.5111 -1.5516 0.0 -0.1 0.0 0.343
C 2.3740 -1.4380 -3.1155 0.3 -0.1 0.1 -0.972
H -2.8323 2.7042 -2.7786 0.0 0.1 0.0 0.377
C -0.6346 -4.8838 -0.8837 -0.2 -0.2 0.0 0.360
C -3.2142 -0.3834 -1.2289 0.1 0.5 0.2 0.341
H 4.2189 -1.6906 -2.0119 0.0 -0.1 0.1 0.383
C -1.5998 -2.2616 -1.1612 0.0 -0.5 0.1 -0.001
H -2.6939 -5.4446 -0.9679 0.0 -0.1 0.0 0.374
```
Positions in Å, forces in eV/Å.

---

Q: Among the records above, which one has the lowest maximum force?
A: C23H31N3O3